(1)
Formula: AlO4P
Source: the OMol25 dataset
Level of theory: the ωB97M-V functional and the def2-TZVPD basis

The geometry in ORCA input format:
```
! RIJCOSX wB97M-V def2-TZVPD def2/J DEFGRID3
* xyz 0 1
P -10.18 2.03 -18.53
Al -13.91 5.76 -16.87
O -11.59 1.44 -18.35
O -9.92 2.74 -17.14
O -9.09 1.01 -18.97
O -10.50 3.22 -19.44
*
```

## Properties
- LUMO level (Ha) = -0.134
- largest force on an atom (eV/Å) = 3.426
- frontier orbital gap (Ha) = 0.1614
- electronic energy (eV) = -24069.90368

=====

(2)
Formula: ArH18HeO9
Source: the OMol25 dataset
Level of theory: the ωB97M-V functional and the def2-TZVPD basis

The geometry in ORCA input format:
```
! RIJCOSX wB97M-V def2-TZVPD def2/J DEFGRID3
* xyz 0 1
Ar 3.01 -0.87 -0.13
O -0.52 -1.10 -2.82
O 1.74 -2.12 3.02
O -2.09 1.47 -2.67
O -0.73 -1.15 2.87
O 2.59 2.58 -0.49
O -1.30 -2.54 -0.47
O 1.74 0.72 -2.65
O 1.00 2.07 2.25
O -1.80 1.34 1.70
He 0.33 0.11 0.02
H 1.47 1.41 2.76
H -1.94 1.91 0.95
H 1.84 2.68 0.09
H -1.16 -0.41 2.45
H 0.16 1.67 2.05
H 1.49 1.47 -3.18
H 2.23 -1.37 3.35
H -1.45 0.76 -2.66
H 0.85 -1.79 2.90
H -2.25 -2.62 -0.40
H 1.11 0.04 -2.87
H -1.00 -1.59 -3.49
H -0.72 -1.55 -2.00
H 2.38 1.82 -1.03
H -0.97 -3.39 -0.16
H -2.54 0.73 1.69
H -2.27 1.62 -3.60
H -1.17 -1.92 2.50
*
```

## Properties
- LUMO level (Ha) = -0.017
- largest force on an atom (eV/Å) = 0.913
- frontier orbital gap (Ha) = 0.3558
- electronic energy (eV) = -33153.21801

=====

(3)
Formula: ArH20O10
Source: the OMol25 dataset
Level of theory: the ωB97M-V functional and the def2-TZVPD basis

The geometry in ORCA input format:
```
! RIJCOSX wB97M-V def2-TZVPD def2/J DEFGRID3
* xyz 0 1
Ar -0.12 -0.04 0.09
O -3.01 2.05 -0.06
O 0.35 -3.05 -3.11
O 1.86 -2.83 1.29
O -3.19 -1.88 2.29
O 3.50 -1.84 -0.82
O 1.19 -0.17 3.65
O -2.88 -0.99 -0.50
O -1.25 2.94 -2.19
O 1.18 2.93 -0.34
O 2.50 0.97 1.15
H 0.60 3.54 0.12
H 3.84 -0.95 -0.94
H -2.99 -0.04 -0.50
H 2.98 -1.79 -0.02
H -0.46 -2.57 -2.95
H -3.08 -1.71 1.36
H -3.83 2.45 -0.36
H -0.38 2.79 -1.81
H 1.02 0.67 4.07
H 1.00 -2.92 1.69
H 1.43 0.05 2.75
H 1.65 3.47 -0.98
H 0.89 -2.46 -3.63
H -1.31 3.90 -2.27
H -2.36 2.31 -0.70
H -3.81 -2.61 2.34
H -2.41 -1.18 -1.31
H 3.25 0.72 0.62
H 1.81 -3.34 0.47
H 2.01 1.59 0.60
*
```

## Properties
- LUMO level (Ha) = -0.019
- largest force on an atom (eV/Å) = 0.782
- frontier orbital gap (Ha) = 0.3681
- electronic energy (eV) = -35154.07713

=====

(4)
Formula: ArH24O12
Source: the OMol25 dataset
Level of theory: the ωB97M-V functional and the def2-TZVPD basis

The geometry in ORCA input format:
```
! RIJCOSX wB97M-V def2-TZVPD def2/J DEFGRID3
* xyz 0 1
Ar 0.45 -0.08 -0.11
O -2.87 -2.13 -0.57
O -3.22 0.68 0.05
O 1.34 2.84 -1.63
O 3.19 0.29 1.81
O 0.75 -0.80 3.25
O -0.34 -3.66 -0.98
O 0.98 3.71 1.23
O -0.75 1.22 -2.85
O 3.72 1.44 -0.71
O -0.44 -3.15 2.12
O -0.61 -1.53 -3.08
O -1.11 2.00 1.63
H -3.22 -0.27 -0.12
H -1.49 2.59 2.29
H 4.30 2.19 -0.60
H 3.88 -0.33 2.06
H -3.39 -2.78 -1.06
H -1.97 -2.43 -0.66
H 1.35 -0.36 2.65
H -0.42 -2.23 -2.47
H 3.39 0.51 0.90
H -0.59 0.28 -2.74
H -1.32 -2.83 2.33
H -0.30 -3.68 -0.03
H -0.71 -4.51 -1.23
H 1.71 3.44 1.78
H 0.13 -2.39 2.25
H 0.31 3.03 1.35
H -1.23 1.29 -3.67
H 2.87 1.82 -0.93
H 1.25 2.97 -0.68
H -1.87 1.56 1.24
H 0.16 -0.11 3.55
H 0.64 2.23 -1.86
H -1.24 -1.91 -3.70
H -3.33 1.07 -0.82
*
```

## Properties
- LUMO level (Ha) = -0.002
- largest force on an atom (eV/Å) = 1.128
- frontier orbital gap (Ha) = 0.3931
- electronic energy (eV) = -39315.84902